Below is C50H28N11Ta as an isolated structure, with properties calculated with ωB97M-V with the def2-TZVPD basis set.

Results
LUMO energy (spin up / spin down) (eV): -7.001 / -7.000
M (g/mol): 963.80
ΔE to the lowest compared entry with this formula, charge and spin (kcal per mole): 23.0
HOMO energy (spin up / spin down) (eV): -11.5 / -11.5
Kohn-Sham gap (spin up / spin down) (Eh): 0.166 / 0.166

ORCA input file:
```
! wB97M-V def2-TZVPD RIJCOSX def2/J DEFGRID3
* xyz 2 1
Ta -0.07745 -0.13136 -0.24162
C -1.27033 -4.25760 -5.36421
C -0.69970 -5.21755 -4.51781
C -0.14442 -4.86834 -3.30053
C -0.18692 -3.52831 -2.93556
C 0.33192 -2.80856 -1.79933
N 1.18934 -3.30639 -0.93903
C 1.87316 -2.59486 -0.08035
C 2.99014 -3.12225 0.66339
C 3.59738 -4.37090 0.67080
C 4.71345 -4.52934 1.47372
C 5.21684 -3.47462 2.24531
C 4.61806 -2.22724 2.23527
C 3.49515 -2.06695 1.43409
C 2.67648 -0.91393 1.15168
N 2.86872 0.25381 1.70549
C 2.21588 1.33506 1.37236
N 1.26004 1.44241 0.38512
C 0.85977 2.76389 0.32686
N 0.10996 3.30498 -0.59619
C -0.31451 2.65148 -1.65322
N -0.29919 1.28324 -1.83550
C -0.70074 1.03070 -3.13948
N -0.87648 -0.13836 -3.69911
C -0.59944 -1.29028 -3.14038
N -0.02871 -1.47401 -1.89169
C -0.75291 -2.56584 -3.79044
C -1.29768 -2.91939 -5.01907
C -0.98968 2.28020 -3.79894
C -1.37386 2.58028 -5.09921
C -1.54660 3.91578 -5.41743
C -1.34656 4.92842 -4.47091
C -0.95687 4.63480 -3.17697
C -0.78195 3.29536 -2.85303
C 1.53024 3.51429 1.36460
C 1.47005 4.85171 1.72826
C 2.30562 5.27021 2.75065
C 3.19098 4.38484 3.37470
C 3.25780 3.05061 3.00787
C 2.40572 2.62317 2.00053
N 1.68548 -1.25847 0.24767
H -1.69537 -4.57400 -6.30714
H -0.68858 -6.25287 -4.83004
H 0.29996 -5.61300 -2.65394
H 3.21239 -5.18243 0.06808
H 5.21780 -5.48615 1.49465
H 6.09836 -3.63777 2.85052
H 5.00427 -1.40094 2.81693
H -1.72089 -2.17066 -5.67492
H -1.52139 1.79849 -5.83182
H -1.83519 4.18589 -6.42442
H -1.49271 5.95941 -4.76309
H -0.79126 5.40592 -2.43674
H 0.79361 5.53253 1.22934
H 2.28300 6.30264 3.07242
H 3.84352 4.75638 4.15338
H 3.95283 2.36959 3.48093
C -4.50814 0.45737 -2.03824
C -3.24902 -0.10603 -1.80438
N -2.53126 0.14402 -0.72300
C -3.08829 0.92124 0.24941
C -4.38760 1.46372 0.13594
C -5.07355 1.24996 -1.07611
C -4.94602 2.15270 1.23433
C -4.24711 2.22983 2.40604
C -2.95253 1.69403 2.51814
C -2.34263 1.09997 1.43717
N -1.05948 0.57185 1.38644
C -0.39452 0.20578 2.57501
C 0.01756 1.04983 3.57838
C 0.69430 0.53617 4.69750
C 0.94415 -0.80543 4.81975
C 0.52293 -1.70347 3.81598
C 0.71493 -3.10367 3.86690
C 0.23178 -3.88572 2.85570
C -0.39031 -3.27429 1.75199
N -0.53883 -1.97237 1.63915
C -0.13327 -1.18757 2.67853
H -5.02082 0.23846 -2.96357
H -2.83495 -0.79941 -2.52069
H -6.05275 1.69111 -1.21479
H -5.93492 2.58253 1.14535
H -4.68795 2.70671 3.27080
H -2.43975 1.75559 3.46716
H -0.17087 2.11367 3.50804
H 1.01587 1.22025 5.47129
H 1.46137 -1.19229 5.68875
H 1.23615 -3.53942 4.71053
H 0.33662 -4.96104 2.87426
H -0.76960 -3.87780 0.93577
*
```

Below is a 2-piece molecular cluster, C7H15N5 overall, with properties calculated with ωB97M-V with the def2-TZVPD basis set.

Results
LUMO energy (spin up / spin down) (eV): -1.786 / -2.117
M (g/mol): 169.23
ΔE to the lowest compared entry with this formula, charge and spin (kcal per mole): 113.0
HOMO energy (spin up / spin down) (eV): -10.0 / -10.0
Kohn-Sham gap (spin up / spin down) (Eh): 0.301 / 0.289

ORCA input file:
```
! wB97M-V def2-TZVPD RIJCOSX def2/J DEFGRID3
* xyz 0 1
C 3.51570 -0.30983 -0.44125
C -0.24449 2.38830 0.52723
C -2.52420 1.16221 0.71017
C 0.20986 -2.25970 0.45265
C -0.70381 -1.25611 -1.51999
C -1.13410 1.19845 0.08766
C -0.81986 -1.25940 -0.07162
N 3.60155 0.25240 0.77223
N 2.22110 -0.12828 -0.92292
N 2.38296 0.53617 1.17002
N 1.66179 0.33524 0.15023
N -0.48230 -0.04468 0.59482
H 4.39417 -0.50489 -0.90270
H -0.82291 3.05393 1.04990
H 0.42235 1.91453 1.22801
H 0.25863 3.02777 -0.13524
H -2.37969 0.82813 1.69280
H -3.13585 0.40422 0.14029
H -2.97716 2.18040 0.65518
H 1.08300 -1.97561 -0.20879
H 0.35532 -2.25235 1.46280
H -0.13563 -3.26393 0.26112
H 0.25811 -0.71097 -1.84570
H -1.55393 -0.70915 -2.04965
H -0.56155 -2.15957 -2.03606
H -1.05293 1.03957 -1.00992
H -1.83612 -1.48685 0.18874
*
```

Below is C17H21Cl2O3Pm as an isolated structure, with properties calculated with ωB97M-V with the def2-TZVPD basis set.

Results
LUMO energy (spin up / spin down) (eV): 4.186 / 4.185
M (g/mol): 489.26
ΔE to the lowest compared entry with this formula, charge and spin (kcal per mole): 21.3
HOMO energy (spin up / spin down) (eV): 2.4 / 2.4
Kohn-Sham gap (spin up / spin down) (Eh): 0.065 / 0.065

ORCA input file:
```
! wB97M-V def2-TZVPD RIJCOSX def2/J DEFGRID3
* xyz -2 5
Pm 0.03350 0.51359 0.69842
C 1.85030 0.71209 2.17962
C 2.32420 -0.12061 1.14102
C 2.36390 0.63269 -0.03898
H 2.54640 -1.16731 1.23542
C 1.90550 1.93399 0.24392
C 1.61900 1.98779 1.62692
H 1.27790 2.85199 2.16762
H 1.69150 0.41539 3.20182
H 2.64400 0.26059 -1.00898
H 1.81120 2.74549 -0.45788
C -2.11800 0.59189 1.78502
C -1.42100 1.74489 2.17022
C -1.20180 2.52839 1.01272
H -1.08970 1.97859 3.16792
C -1.74770 1.84799 -0.08788
C -2.30850 0.63889 0.39202
H -2.75370 -0.13961 -0.20078
H -2.37890 -0.23111 2.42412
H -0.69670 3.47749 0.97302
H -1.75820 2.20619 -1.10188
O -0.05000 -0.47041 -1.29938
C -0.16560 -0.11211 -2.74038
C 0.52430 -1.43501 -3.10758
C 0.58350 1.15069 -3.06688
C -1.61830 -0.05691 -3.14728
C 0.43830 -1.80401 -1.63318
H 1.53920 -1.30571 -3.47378
H -0.02920 -2.07161 -3.79198
H -0.29740 -2.55471 -1.36328
H 1.36930 -2.02181 -1.12018
H 0.56950 1.31669 -4.14358
H 1.61930 1.09509 -2.74518
H 0.12380 2.01029 -2.58518
H -1.71560 -0.33451 -4.19658
H -2.03410 0.93879 -3.02348
H -2.21090 -0.75101 -2.55568
Cl -0.14930 -4.48031 2.15632
C -0.27440 -3.25901 3.45082
Cl 1.06740 -3.49811 4.59882
C -0.22840 -1.86401 2.91092
O -0.31580 -0.85911 3.75062
O -0.10410 -1.63601 1.61462
H -1.23460 -3.40631 3.98802
*
```

Question: Among the records above, which one has the lowest ΔE to the lowest compared entry with this formula, charge and spin?
Answer: C17H21Cl2O3Pm

Question: Which of these has the lowest M?
Answer: C7H15N5

Question: What is the M in the second record?
Answer: 169.23 g/mol